Record 1
74
Properties=species:S:1:pos:R:3:forces:R:3 method="wB97M-V/def2-TZVPD" charge=+3 total_energy_ha=-5928.056578 gap_ev=4.994 homo_energy_ev=-14.8
Ga -0.1960 0.5824 0.3990 -0.12 0.51 -0.36
C 2.1920 3.4174 2.7402 0.00 -0.17 -0.04
C 1.6654 2.2074 2.2951 0.08 0.10 0.07
N 0.6168 2.1796 1.4717 -0.18 -0.05 0.07
C 0.0704 3.3602 1.0963 0.18 -0.04 -0.09
C 0.6309 4.5474 1.5434 0.08 0.06 0.02
N 1.6848 4.5746 2.3499 -0.06 0.07 -0.02
C -1.1625 3.2883 0.2845 -0.24 -0.20 -0.07
C -1.9911 4.3418 -0.0226 0.05 0.12 -0.04
C -3.2564 4.0843 -0.5770 -0.03 0.08 0.01
C -3.6802 2.7515 -0.6476 0.03 -0.19 -0.01
C -2.7971 1.7412 -0.3136 0.05 0.63 -0.18
N -1.5375 2.0286 0.0068 0.31 0.26 0.80
C -3.1260 0.3423 -0.0469 -0.41 -0.41 -0.07
C -4.3592 -0.2269 -0.3284 -0.01 -0.05 0.03
N -4.6736 -1.4530 0.0725 -0.11 0.08 -0.09
C -3.7689 -2.1186 0.7650 0.19 -0.02 0.12
C -2.5081 -1.5809 1.0240 0.19 -0.08 0.09
N -2.1852 -0.3545 0.6177 0.21 -0.23 -0.44
C -4.1525 5.1767 -0.9810 -0.04 0.01 -0.03
C -4.1414 6.4113 -0.3358 0.02 0.01 0.04
C -5.0216 7.3926 -0.7698 0.02 -0.07 -0.02
N -5.8578 7.2165 -1.7867 -0.06 0.08 -0.02
C -5.8630 6.0446 -2.4101 0.06 -0.03 0.05
C -5.0404 4.9896 -2.0389 -0.01 0.01 -0.02
H 3.0382 3.4321 3.4166 -0.02 0.03 0.00
H 2.0889 1.2694 2.6188 0.03 0.03 -0.03
H 0.2206 5.5043 1.2447 0.02 -0.01 0.01
H -1.6945 5.3635 0.1687 0.00 -0.01 0.00
H -4.7108 2.5353 -0.8887 0.00 -0.02 -0.01
H -5.1132 0.3126 -0.8881 0.01 -0.01 0.00
H -4.0277 -3.1070 1.1250 -0.01 0.01 -0.01
H -1.7624 -2.1435 1.5697 0.03 -0.01 -0.02
H -3.5070 6.6131 0.5180 0.00 -0.02 -0.01
H -5.0542 8.3561 -0.2754 -0.01 0.00 -0.02
H -6.5498 5.9385 -3.2414 0.00 0.02 0.01
H -5.0748 4.0644 -2.6003 0.01 0.00 0.01
N 3.4974 -5.4007 1.7890 0.01 -0.02 0.03
C 3.8088 -6.6787 1.4188 -0.07 0.02 -0.04
C 4.6482 -7.6427 1.9820 0.02 -0.03 0.02
C 4.7093 -8.8425 1.3191 0.03 0.02 0.05
C 3.9695 -9.1005 0.1351 -0.04 -0.01 -0.06
C 3.1463 -8.1604 -0.4163 0.01 -0.02 -0.02
C 3.0604 -6.9168 0.2408 0.02 0.04 0.05
N 2.3287 -5.8196 -0.0743 -0.01 -0.03 -0.06
C 2.6005 -4.9244 0.8605 0.01 0.03 0.01
C 1.9999 -3.6322 0.8499 0.03 -0.06 0.00
C 2.2362 -2.6252 1.8064 -0.03 0.07 -0.01
C 1.5938 -1.4208 1.7046 0.01 -0.06 0.12
N 0.7114 -1.1294 0.7200 0.05 0.01 0.26
C 0.4885 -2.0956 -0.2162 0.00 -0.05 -0.14
C 1.0942 -3.3135 -0.1892 -0.05 0.03 -0.03
H 3.8540 -4.9319 2.6031 0.02 0.02 0.03
H 5.2145 -7.4638 2.8855 0.00 0.01 -0.01
H 5.3439 -9.6272 1.7090 0.00 0.01 0.01
H 4.0696 -10.0708 -0.3313 -0.01 0.01 -0.01
H 2.5791 -8.3453 -1.3177 0.00 -0.01 0.01
H 2.9134 -2.7729 2.6358 0.00 0.00 -0.01
H 1.7745 -0.6557 2.4437 -0.07 -0.03 0.06
H -0.2088 -1.8522 -1.0106 -0.03 0.01 0.01
H 0.8876 -4.0515 -0.9523 0.00 0.00 0.01
C 3.1232 0.8733 -0.9984 0.07 0.07 -0.24
As 1.3213 1.2499 -1.5795 -0.29 -0.54 0.13
C 1.0747 0.2360 -3.2038 0.09 0.06 -0.03
C 1.3088 3.1060 -2.1045 -0.05 0.04 0.06
H 3.8023 1.1526 -1.8043 0.04 -0.02 0.04
H 3.2337 -0.1911 -0.7983 -0.02 0.00 0.04
H 3.3719 1.4564 -0.1138 -0.01 -0.01 0.03
H 1.7717 0.6031 -3.9563 0.00 -0.02 0.00
H 0.0572 0.3582 -3.5693 -0.01 -0.01 0.00
H 1.2781 -0.8160 -3.0102 -0.01 0.01 -0.01
H 1.9051 3.2162 -3.0094 0.02 -0.03 0.01
H 1.7461 3.7165 -1.3152 -0.02 0.00 -0.02
H 0.2895 3.4299 -2.3072 0.01 0.02 -0.02

Record 2
76
Properties=species:S:1:pos:R:3:forces:R:3 method="wB97M-V/def2-TZVPD" total_energy_ha=-2424.884776 gap_ev=5.882 homo_energy_ev=-7.1
C -1.6479 4.7249 -0.6978 -1.01 0.47 -0.68
C -0.9368 3.8341 0.1934 1.18 -1.37 1.42
C -1.1151 3.4192 1.5014 -0.07 0.07 -0.99
C 0.0011 2.6051 1.8216 0.90 -0.41 -0.52
C 0.8514 2.5850 0.7196 -3.05 1.63 0.90
B -1.7360 -1.6720 0.2568 -0.34 2.49 1.39
C 2.2623 2.6481 0.7251 2.13 -0.04 0.03
C 2.9534 2.4362 1.9462 0.34 -0.23 -0.50
C 4.3413 2.5371 1.9815 -0.99 -0.09 -0.31
C 5.0125 2.8877 0.8167 0.92 -0.09 -0.19
C 6.5205 2.7891 0.8220 -0.13 -0.46 -0.32
F 7.0456 3.1597 -0.3706 0.04 -0.13 0.76
F 7.1181 3.5253 1.7935 -0.25 -0.51 -0.53
F 6.8757 1.4713 1.0231 0.09 1.10 0.01
C 4.3590 3.1566 -0.3777 -0.62 0.11 0.21
C 2.9723 3.0527 -0.4235 -0.16 -0.21 0.54
O -2.3080 -2.2599 1.3664 -0.17 0.60 -1.05
C -3.4126 -1.3781 1.6376 -0.28 0.44 0.21
C -4.5080 -2.2697 2.1825 -0.20 0.00 0.05
C -2.9212 -0.3558 2.6788 -0.14 0.01 0.07
C -3.6880 -0.6904 0.2187 -0.60 0.05 0.44
C -4.5744 -1.5208 -0.7152 -0.10 0.07 0.18
C -4.2430 0.7171 0.3479 -0.08 -0.14 0.23
O -2.3784 -0.6300 -0.3692 -1.24 -0.57 0.42
O 0.2186 3.2981 -0.3097 0.03 -0.02 1.19
H -2.0374 5.5762 -0.1422 0.04 0.10 -0.04
H -1.0071 5.0725 -1.5073 0.02 0.03 0.11
H -2.5089 4.2244 -1.1435 -0.07 0.01 -0.14
H -1.9216 3.6918 2.1728 0.09 -0.04 -0.27
H 0.2319 2.1372 2.7864 -0.21 0.39 -0.52
H 2.4019 2.1236 2.8387 0.26 0.25 -0.36
H 4.8862 2.3058 2.8848 0.06 0.06 0.05
H 4.8997 3.4561 -1.2671 0.08 -0.14 0.14
H 2.4120 3.2594 -1.3354 0.28 -0.05 0.25
H -5.3775 -1.6898 2.5015 -0.02 -0.05 -0.10
H -4.8039 -3.0045 1.4252 -0.02 0.14 0.24
H -4.1268 -2.8136 3.0597 -0.07 0.19 -0.27
H -3.7586 0.2542 3.0610 0.39 -0.17 -0.19
H -2.4673 -0.8867 3.5291 -0.22 0.04 -0.26
H -2.1446 0.2986 2.2524 -0.28 -0.15 0.08
H -5.6208 -1.4816 -0.3730 0.31 -0.18 -0.18
H -4.5135 -1.0795 -1.7187 -0.05 -0.10 0.24
H -4.2348 -2.5651 -0.7850 -0.13 0.24 0.08
H -5.1821 0.6616 0.9184 0.21 0.24 -0.16
H -3.5348 1.3849 0.8466 -0.15 -0.13 -0.02
H -4.4448 1.1243 -0.6412 -0.09 0.00 -0.05
F 5.0414 -1.4312 -2.5900 -0.03 1.07 -0.08
C 4.7067 -0.1185 -2.3605 0.14 0.14 0.22
F 5.7512 0.4391 -1.6677 -0.50 -0.51 -0.69
F 4.6419 0.5209 -3.5575 0.09 -0.56 0.59
C 3.4385 -0.0250 -1.5577 0.32 0.19 -0.94
C 3.5418 -0.3697 -0.2226 -0.04 0.25 0.29
C 2.3959 -0.4034 0.5277 -0.50 -0.28 0.02
C 1.1186 -0.2633 -0.0919 1.63 1.05 -1.08
C 0.0937 -1.0094 0.5025 -2.04 -3.39 0.23
C -0.4101 -2.1972 -0.3372 3.83 -1.14 -1.05
C -0.6004 -2.1436 -1.7892 0.03 -0.14 0.53
C -1.1735 -3.1911 -2.4819 0.23 -0.34 0.09
C -1.4429 -4.3909 -1.8185 -0.06 -0.11 -0.37
C -2.2548 -5.4857 -2.4662 -0.59 -1.07 -0.44
F -3.2561 -5.9114 -1.6223 0.89 0.35 -0.62
F -2.8778 -5.1137 -3.6226 0.71 -0.06 0.93
F -1.5176 -6.6092 -2.7701 -0.55 1.09 0.36
C -0.9591 -4.6047 -0.5276 -0.35 -0.18 0.02
C -0.4384 -3.5613 0.2011 0.13 0.37 -0.14
C 1.0650 0.3358 -1.3717 -0.38 -0.63 0.35
C 2.2240 0.3837 -2.1166 0.95 0.04 -0.14
H 4.5051 -0.6239 0.2195 -0.23 0.15 -0.11
H 2.4664 -0.6889 1.5773 -0.20 -0.10 -0.23
H 0.2834 -1.2685 1.5437 -0.22 -0.36 -0.19
H -0.3457 -1.2530 -2.3467 -0.20 0.03 0.27
H -1.3382 -3.1281 -3.5595 -0.14 0.16 0.41
H -1.0168 -5.6167 -0.1202 -0.04 0.42 0.12
H -0.1664 -3.7235 1.2412 0.06 0.13 -0.24
H 0.0964 0.6376 -1.7913 0.52 -0.15 0.19
H 2.2184 0.6946 -3.1557 -0.08 0.12 0.10

Record 3
73
Properties=species:S:1:pos:R:3:forces:R:3 method="wB97M-V/def2-TZVPD" charge=-1 total_energy_ha=-2060.986074 gap_ev=6.943 homo_energy_ev=-4.5
In -0.2379 0.7588 0.8318 0.11 -0.24 -0.22
O -0.0966 -1.0983 4.7011 -0.08 -0.13 -0.01
C -0.3946 -0.6109 3.6034 0.20 0.30 0.18
N 0.0376 0.4945 3.0207 -0.32 -0.36 -0.40
C 0.9411 1.4104 3.5292 0.25 0.37 0.34
C 1.6753 1.2685 4.7038 -0.10 -0.19 0.04
C 2.5728 2.2499 5.0958 0.13 0.09 -0.02
C 2.7620 3.3761 4.3131 0.06 -0.02 0.12
C 2.0106 3.5566 3.1609 -0.02 0.05 -0.11
C 1.0841 2.6004 2.7681 0.17 0.09 0.51
N 0.2308 2.7145 1.6789 -0.01 -0.19 -0.34
C -0.3698 3.8467 1.3404 0.21 0.02 0.22
O -0.1199 4.9945 1.7146 -0.11 0.16 -0.08
C -1.5540 3.6278 0.4228 -0.28 0.40 -0.13
C -2.0809 4.7121 -0.2753 0.10 0.00 0.00
C -3.1478 4.5105 -1.1287 0.08 -0.09 0.08
C -3.6760 3.2312 -1.2407 0.00 0.07 0.04
C -3.1248 2.2281 -0.4648 -0.29 -0.03 -0.16
N -2.0967 2.4159 0.3493 0.10 0.06 0.12
C -1.4169 -1.3252 2.7423 -0.22 -0.40 0.25
C -1.8504 -2.5975 3.1005 0.11 0.13 0.05
C -2.7667 -3.2448 2.2951 -0.01 0.12 -0.08
C -3.2281 -2.6004 1.1565 -0.03 -0.02 0.04
C -2.7381 -1.3393 0.8718 -0.33 -0.19 -0.16
N -1.8730 -0.7141 1.6521 0.13 0.10 -0.03
H 1.5231 0.3900 5.3117 -0.02 -0.04 -0.03
H 3.1279 2.1261 6.0177 0.03 -0.01 0.01
H 3.4866 4.1256 4.6052 -0.01 0.05 0.02
H 2.1249 4.4487 2.5642 -0.04 0.02 -0.01
H -1.6269 5.6814 -0.1319 0.05 0.00 0.01
H -3.5627 5.3335 -1.6961 0.00 0.01 -0.04
H -4.4924 3.0237 -1.9172 -0.07 -0.07 0.03
H -3.5208 1.2216 -0.5033 -0.03 -0.02 -0.06
H -1.4367 -3.0446 3.9923 0.00 0.03 0.03
H -3.1122 -4.2397 2.5419 -0.01 -0.04 0.01
H -3.9353 -3.0756 0.4932 -0.03 0.01 -0.06
H -3.0319 -0.8130 -0.0259 -0.01 -0.05 -0.08
C 1.1035 -4.7124 -3.7277 -0.15 0.00 -0.17
O 1.9434 -4.9622 -2.6293 0.07 0.13 0.31
C 1.9030 -4.0633 -1.5914 0.11 -0.04 0.08
C 3.0127 -4.1094 -0.7308 0.16 -0.19 -0.02
C 3.1087 -3.1832 0.2752 -0.01 0.01 -0.01
C 2.1419 -2.1901 0.4697 -0.35 0.01 -0.08
C 2.3591 -1.0928 1.3872 0.46 0.07 0.05
C 3.0675 -1.3326 2.6985 0.09 0.13 -0.17
O 1.9808 0.0572 1.1365 -0.04 -0.05 0.06
C 0.9418 -2.2107 -0.3204 0.09 -0.11 0.10
O -0.0638 -1.4746 -0.0842 0.00 0.17 0.13
C 0.8861 -3.1698 -1.3749 -0.09 -0.06 -0.34
H 1.4811 -5.3329 -4.5406 -0.07 0.04 0.00
H 1.1412 -3.6590 -4.0196 -0.01 -0.02 -0.03
H 0.0614 -4.9848 -3.5270 0.04 0.03 0.05
H 3.7825 -4.8457 -0.9103 0.06 0.01 0.00
H 3.9980 -3.1787 0.8909 0.04 -0.02 0.05
H 3.5985 -2.2787 2.7348 0.01 -0.05 0.01
H 2.2902 -1.3448 3.4660 -0.04 -0.01 0.05
H 3.7358 -0.5022 2.9236 -0.04 0.03 0.01
H 0.0148 -3.1299 -2.0123 -0.07 -0.02 -0.01
C -1.9707 1.2716 -4.3210 0.10 -0.02 -0.04
C -0.5551 0.8357 -3.9214 -0.06 -0.10 0.01
C -0.3348 -0.6425 -4.2736 -0.01 0.08 -0.04
C 0.4804 1.7006 -4.6495 -0.05 -0.06 0.06
C -0.3937 0.9741 -2.4715 0.05 0.21 -0.36
C -0.2117 1.0506 -1.2814 0.02 -0.12 0.44
H -2.0967 1.1924 -5.4024 -0.05 0.00 -0.08
H -2.1483 2.3035 -4.0183 0.00 0.05 -0.01
H -2.7176 0.6463 -3.8327 -0.03 -0.06 0.02
H -0.4409 -0.8028 -5.3491 -0.01 -0.02 -0.06
H -1.0576 -1.2643 -3.7460 -0.01 -0.05 0.01
H 0.6632 -0.9480 -3.9603 0.02 -0.05 -0.01
H 0.4650 1.4854 -5.7190 -0.03 0.03 -0.09
H 1.4788 1.4977 -4.2662 0.05 -0.02 0.00
H 0.2656 2.7568 -4.4960 0.02 0.08 0.01